66
Properties=species:S:1:pos:R:3 method="wB97M-V/def2-TZVPD" largest_force_ev_per_a=1.6 orbital_gap_ev=6.3 energy_ha=-2088.9112 charge=+1 relative_energy_kcal_mol=0.00
C 7.316 -0.871 2.926
C 7.025 0.222 1.912
C 5.727 1.019 2.124
I 6.240 3.007 2.818
S 4.606 0.257 3.357
P 3.686 1.710 4.672
O 2.593 0.937 5.230
B 3.000 -0.344 2.467
N 2.400 0.520 1.503
O 2.565 -1.549 2.812
H 6.599 -1.673 2.850
H 7.358 -0.492 3.937
H 8.283 -1.286 2.684
H 7.865 0.891 1.929
H 6.980 -0.234 0.933
H 5.185 1.178 1.212
H 4.648 2.052 5.627
H 3.327 2.817 3.896
H 1.541 0.867 1.937
H 2.062 -0.092 0.758
H 2.381 -1.614 3.772
C -2.247 -1.292 -0.912
C -1.775 -1.000 0.501
O -0.979 0.171 0.616
C -1.601 1.387 0.220
C -2.850 1.732 1.009
H -1.396 -1.385 -1.588
H -2.812 -2.223 -0.934
H -2.893 -0.504 -1.299
H -1.140 -1.818 0.847
H -2.624 -0.952 1.190
H -1.817 1.370 -0.853
H -0.854 2.166 0.376
H -3.636 0.988 0.879
H -3.243 2.694 0.679
H -2.625 1.793 2.075
C -1.566 -7.697 -2.820
C -1.512 -6.185 -2.959
O -2.605 -5.509 -2.365
C -2.776 -5.695 -0.974
C -1.593 -5.233 -0.139
H -2.490 -8.085 -3.249
H -0.723 -8.151 -3.340
H -1.523 -8.016 -1.778
H -1.549 -5.918 -4.015
H -0.563 -5.796 -2.571
H -3.020 -6.739 -0.752
H -3.655 -5.107 -0.710
H -0.686 -5.798 -0.360
H -1.810 -5.356 0.923
H -1.382 -4.180 -0.334
C -1.392 4.384 -2.973
C -2.852 4.240 -2.578
O -3.209 4.971 -1.420
C -3.037 6.377 -1.489
C -3.843 7.048 -2.587
H -0.742 4.081 -2.150
H -1.175 3.758 -3.839
H -1.138 5.411 -3.236
H -3.056 3.196 -2.336
H -3.506 4.499 -3.417
H -1.974 6.628 -1.582
H -3.363 6.753 -0.519
H -3.547 6.710 -3.580
H -3.701 8.128 -2.547
H -4.905 6.833 -2.465